[1]
Density functional theory data (wB97M-V/def2-TZVPD) for a 2-piece molecular cluster, CH5FOSi overall at a distorted geometry.

Energy in eV: -13758.661
LUMO in eV: -0.0236

Structure (XYZ):
```
9
CH5FOSi wB97M-V/def2-TZVPD
C 1.85050 0.60714 0.86396
H 1.08403 0.12382 0.19134
Si -0.92835 -0.22564 -0.66242
H -2.80470 1.10863 -0.09473
H 2.71869 1.00393 0.53915
H 1.89714 -0.27488 1.61175
F 1.03976 1.57602 1.32543
O -2.19823 0.77179 -0.77403
H -1.33344 -1.12152 0.46729
```

Partial charges, natural (NBO), in e:
1 C -0.110
2 H 0.132
3 Si 0.996
4 H 0.513
5 H 0.172
6 H 0.154
7 F -0.373
8 O -1.139
9 H -0.343

***

[2]
Density functional theory data (wB97M-V/def2-TZVPD) for a 2-piece molecular cluster, CH5IN2S overall at a distorted geometry.

Energy in eV: -23029.497
LUMO (spin up / spin down) in eV: -2.0585 / -2.0565

Structure (XYZ):
```
10
CH5IN2S wB97M-V/def2-TZVPD
H 0.87360 2.59431 0.22048
N -0.13394 -2.13585 0.42067
H 1.84813 1.03439 0.33554
H 0.71532 -2.39576 -0.06864
I -2.77097 0.05135 0.23982
C 0.75618 1.47562 0.09573
N 0.14447 1.03663 -1.04780
H -0.65162 -2.99880 0.12019
S -0.88423 -0.01301 -1.35780
H 0.10306 1.35112 1.04181
```

Partial charges, natural (NBO), in e:
1 H 0.231
2 N -0.922
3 H 0.234
4 H 0.304
5 I -0.074
6 C -0.472
7 N -0.704
8 H 0.313
9 S 0.874
10 H 0.215

***

[3]
Density functional theory data (wB97M-V/def2-TZVPD) for CH5IN2S in the gas phase at a distorted geometry.

Energy in eV: -23031.412
Structure (SMILES): SNCNI
LUMO in eV: -0.3426

Structure (XYZ):
```
10
CH5IN2S wB97M-V/def2-TZVPD
N 0.13372 1.24781 -0.65632
H -1.11767 -0.57963 1.22330
N -0.33831 -0.98408 0.78769
H 1.52996 -0.02356 -0.10165
I -1.68954 2.18731 -0.18293
C 0.68461 0.44903 0.41552
H -0.05154 0.76571 -1.62151
H 0.73313 1.13334 1.30653
H 0.58584 -2.43248 -0.49687
S -0.47020 -1.76346 -0.67376
```

Partial charges, natural (NBO), in e:
1 N -0.772
2 H 0.374
3 N -0.840
4 H 0.213
5 I 0.225
6 C -0.085
7 H 0.405
8 H 0.214
9 H 0.083
10 S 0.183

***

[4]
Density functional theory data (wB97M-V/def2-TZVPD) for CH5IN3O as an isolated structure at a distorted geometry.

Energy in eV: -15725.687
Total charge: +1
LUMO (spin up / spin down) in eV: -7.6714 / -7.4055

Structure (XYZ):
```
11
CH5IN3O wB97M-V/def2-TZVPD
N 1.51149 -1.12227 1.29827
H -0.34410 1.81690 -1.54727
H 1.94189 -0.64079 2.19563
N -1.19709 1.30317 -1.23304
O 0.44720 0.84810 1.06573
I -0.97150 -2.19592 -0.78331
H -1.59333 1.63090 -0.38627
H 1.39661 -2.12706 1.28665
H -1.81910 1.41510 -2.11607
N 0.01379 -0.62819 -0.50490
C 0.61414 -0.29994 0.72459
```

Partial charges, natural (NBO), in e:
1 N -0.805
2 H 0.413
3 H 0.455
4 N -0.735
5 O -0.549
6 I 0.800
7 H 0.411
8 H 0.415
9 H 0.412
10 N -0.501
11 C 0.683

***

[5]
Density functional theory data (wB97M-V/def2-TZVPD) for CH5N in the gas phase at a distorted geometry.

Energy in eV: -2607.565
Structure (SMILES): CN
LUMO in eV: 1.2508

Structure (XYZ):
```
7
CH5N wB97M-V/def2-TZVPD
H -0.76213 0.66400 -1.19501
C 0.08276 0.59583 -0.45433
H 0.12598 1.50027 0.18621
H 1.03660 0.63159 -0.83821
H -0.11399 -1.43666 -0.11445
N 0.00543 -0.61346 0.51350
H -0.82104 -0.63994 1.09294
```

Partial charges, natural (NBO), in e:
1 H 0.179
2 C -0.423
3 H 0.193
4 H 0.196
5 H 0.342
6 N -0.838
7 H 0.350

***

[6]
Density functional theory data (wB97M-V/def2-TZVPD) for a 2-piece molecular cluster, CH5N2 overall at a distorted geometry.

Energy in eV: -4089.302
Total charge: +1
LUMO in eV: -5.3227

Structure (XYZ):
```
8
CH5N2 wB97M-V/def2-TZVPD
C 0.07737 -0.30416 -0.41320
H 0.05197 -1.04273 -1.27835
H 0.98511 0.56413 1.55952
H 1.83597 -0.75064 0.34156
H -1.58609 0.58467 -0.94543
N -1.12832 0.20352 -0.11243
H -1.32625 0.91540 0.53907
N 1.09023 -0.17020 0.30925
```

Partial charges, natural (NBO), in e:
1 C 0.380
2 H 0.258
3 H 0.468
4 H 0.426
5 H 0.423
6 N -0.729
7 H 0.414
8 N -0.642

***

[7]
Density functional theory data (wB97M-V/def2-TZVPD) for a 2-piece molecular cluster, CH5N2O overall at a distorted geometry.

Energy in eV: -6133.171
Total charge: +1
LUMO (spin up / spin down) in eV: -7.3731 / -7.3766

Structure (XYZ):
```
9
CH5N2O wB97M-V/def2-TZVPD
O -1.76770 -0.20137 0.28028
H -0.71698 2.24896 -0.11550
H 0.85440 1.68933 -0.44113
H 0.36268 -1.51664 -0.99133
C 0.36108 -1.10238 0.03284
N 0.05881 1.67439 0.18948
H 1.35517 -0.70276 0.24031
H 0.11846 -1.94984 0.69390
N -0.62592 -0.13970 0.11115
```

Partial charges, natural (NBO), in e:
1 O -0.029
2 H 0.384
3 H 0.373
4 H 0.318
5 C -0.537
6 N -0.545
7 H 0.288
8 H 0.299
9 N 0.449

***

[8]
Density functional theory data (wB97M-V/def2-TZVPD) for an isolated ion of composition CH5N2O3S and charge -1 at a distorted geometry.

Energy in eV: -21074.809
Total charge: -1
Structure (SMILES): CN(N)S(=O)(=O)[O-]
LUMO in eV: 4.1106

Structure (XYZ):
```
12
CH5N2O3S wB97M-V/def2-TZVPD
S -0.04114 -0.86768 -1.06435
H 1.00288 -0.99322 1.34004
H -1.23855 1.30494 -1.02715
N -0.53966 -0.03001 0.37736
C 0.47807 -0.11809 1.36891
H -0.03712 0.00198 2.40209
O -0.16566 -2.26421 -0.69464
H 1.07811 0.76266 1.27690
O -1.32850 -0.25859 -2.20510
H 0.25967 1.56989 -0.28401
N -0.75338 1.31519 -0.07975
O 1.28528 -0.42288 -1.41031
```

Partial charges, natural (NBO), in e:
1 S 2.320
2 H 0.216
3 H 0.422
4 N -0.493
5 C -0.414
6 H 0.174
7 O -0.982
8 H 0.168
9 O -1.017
10 H 0.308
11 N -0.705
12 O -0.997